The following is a DFT calculation (ωB97M-V/def2-TZVPD) of a molecular structure, H2MgO13S3 at a distorted geometry.

Cartesian coordinates (Å):
1 Mg 2.48783 -21.45073 1.71095
2 S 0.42353 -23.63688 3.23701
3 O 1.01390 -25.00058 3.18339
4 O 1.24026 -22.64155 2.48441
5 O -0.95617 -23.65788 2.64096
6 O 0.36054 -23.26834 4.67110
7 S 4.33256 -22.39355 3.27977
8 O 3.97247 -23.52507 4.12791
9 O 4.03621 -22.63862 1.84463
10 O 3.33763 -21.31481 3.48697
11 O 5.71346 -21.94560 3.60325
12 S 2.21116 -18.88411 1.37962
13 O 3.47063 -19.65207 1.20670
14 O 1.24451 -19.95204 1.71837
15 O 2.29086 -17.90150 2.48045
16 O 1.78470 -18.20459 0.11981
17 O 1.96956 -22.18085 -0.06326
18 H 2.56188 -22.24018 -0.81686
19 H 1.11289 -22.48013 -0.37384

Computed properties:
ΔE to the lowest compared entry with this formula, charge and spin = 0.0 kcal/mol
orbital gap = 0.1467 Eh
net charge = -4
E_HOMO = 5.15 eV

Results of the natural (NBO) charge analysis, in e, for atoms 1 through 5: 1.79, 2.60, -1.12, -1.17, -1.15

The following is a DFT calculation (ωB97M-V/def2-TZVPD) of H2N2 in the gas phase at a distorted geometry.

Cartesian coordinates (Å):
1 H 1.20770 0.45943 -0.05391
2 N 0.51629 -0.53942 0.01322
3 N -0.73737 -0.47366 -0.01385
4 H -0.98663 0.55365 0.05454

Computed properties:
ΔE to the lowest compared entry with this formula, charge and spin = 13.8 kcal/mol
orbital gap = 0.3761 Eh
structure (SMILES) = [H]/N=N\[H]
E_HOMO = -9.60 eV

In the natural (NBO) picture, each atom carries the following charge in e: 0.26, -0.28, -0.27, 0.29

The following is a DFT calculation (ωB97M-V/def2-TZVPD) of 2 unconnected molecules or ions with the total composition H2N2O2 at a distorted geometry.

Cartesian coordinates (Å):
1 N -1.09409 -0.21129 0.10365
2 N 1.47661 -0.24341 0.13779
3 O -2.20086 0.08276 -0.60844
4 O 2.59467 0.12556 -0.52090
5 H -1.37555 0.09932 1.09401
6 H 0.59922 0.14706 -0.20611

Computed properties:
ΔE to the lowest compared entry with this formula, charge and spin = 95.9 kcal/mol
orbital gap (alpha / beta) = 0.1834 / 0.1823 Eh
net charge = -2
E_HOMO (alpha / beta) = 3.29 / 3.34 eV

Results of the natural (NBO) charge analysis, in e, for atoms 1 through 5: -0.43, -0.53, -0.73, -0.77, 0.17

The following is a DFT calculation (ωB97M-V/def2-TZVPD) of 2 unconnected molecules or ions with the total composition H2N2O3 at a distorted geometry.

Cartesian coordinates (Å):
1 O -2.82191 2.09828 -0.20931
2 N -2.73574 0.93641 0.08873
3 N -3.21514 -0.10137 -0.12886
4 O -3.31754 -1.27167 0.11271
5 O 0.07855 -1.10143 0.14686
6 H -0.16820 -1.23447 -0.74899
7 H 0.95014 -1.44935 0.00651

Computed properties:
ΔE to the lowest compared entry with this formula, charge and spin = 23.4 kcal/mol
orbital gap = 0.3295 Eh
structure (SMILES) = O=NN=O.O
E_HOMO = -10.02 eV

Results of the natural (NBO) charge analysis, in e, for atoms 1 through 5: -0.36, 0.33, 0.34, -0.32, -0.92

The following is a DFT calculation (ωB97M-V/def2-TZVPD) of 2 unconnected molecules or ions with the total composition H2N2O3S at a distorted geometry.

Cartesian coordinates (Å):
1 N -1.03173 0.11111 0.38670
2 N 2.69655 0.76231 0.36397
3 O 2.79556 -0.42827 0.09602
4 O 1.59989 1.34692 -0.07189
5 O -3.50041 0.16299 0.59221
6 S -2.38125 0.55611 -0.23341
7 H 0.84946 0.66813 -0.39238
8 H -1.30210 -0.55136 1.15618

Computed properties:
ΔE to the lowest compared entry with this formula, charge and spin = 35.5 kcal/mol
orbital gap = 0.3286 Eh
E_HOMO = -10.43 eV

Results of the natural (NBO) charge analysis, in e, for atoms 1 through 5: -0.98, 0.37, -0.36, -0.52, -0.85

The following is a DFT calculation (ωB97M-V/def2-TZVPD) of 2 unconnected molecules or ions with the total composition H2N2O3S at a distorted geometry.

Cartesian coordinates (Å):
1 N 0.72690 -0.09373 0.86065
2 N 0.39666 -0.82218 -0.11235
3 O 1.34151 -1.71539 -0.57862
4 O -1.67524 0.90919 0.27442
5 O -1.02079 1.03059 -1.99851
6 S -1.56994 0.23174 -0.98446
7 H 1.65194 -0.06747 1.23259
8 H 0.14896 0.52724 1.30628

Computed properties:
ΔE to the lowest compared entry with this formula, charge and spin = 26.5 kcal/mol
orbital gap = 0.3573 Eh
E_HOMO = -10.42 eV

Results of the natural (NBO) charge analysis, in e, for atoms 1 through 5: -0.47, 0.18, -0.43, -0.94, -0.86

The following is a DFT calculation (ωB97M-V/def2-TZVPD) of H2N2O3S in the gas phase at a distorted geometry.

Cartesian coordinates (Å):
1 H -0.56242 1.30098 2.14527
2 N -0.52750 0.60306 1.28215
3 N 0.46804 0.76152 0.56771
4 S 0.55679 -0.28585 -0.78936
5 O 1.33792 -1.39005 -0.30404
6 O 1.05512 0.43150 -1.90416
7 O -0.95941 -0.69991 -0.92805
8 H -1.36854 -0.72125 -0.06953

Computed properties:
ΔE to the lowest compared entry with this formula, charge and spin = 0.0 kcal/mol
orbital gap = 0.3649 Eh
structure (SMILES) = [H]/N=N/S(=O)(=O)O
E_HOMO = -10.82 eV

Results of the natural (NBO) charge analysis, in e, for atoms 1 through 5: 0.36, -0.32, -0.33, 2.41, -0.90

The following is a DFT calculation (ωB97M-V/def2-TZVPD) of 2 unconnected molecules or ions with the total composition H2N2O3Si at a distorted geometry.

Cartesian coordinates (Å):
1 N 2.85074 0.20233 0.54987
2 N 0.32971 -2.05749 -0.09841
3 O 3.24703 1.08351 -0.12750
4 O 0.61571 -2.58199 -1.14789
5 O 0.36978 -2.57264 0.99331
6 Si 0.25508 -0.23624 0.01073
7 H 0.47418 0.48414 -1.29893
8 H 0.26990 0.31095 1.39422

Computed properties:
ΔE to the lowest compared entry with this formula, charge and spin = 78.3 kcal/mol
orbital gap (alpha / beta) = 0.2245 / 0.2223 Eh
E_HOMO (alpha / beta) = -7.79 / -7.78 eV

Results of the natural (NBO) charge analysis, in e, for atoms 1 through 5: 0.13, 0.24, -0.22, -0.37, -0.38